(1)
ORCA calculation (the ωB97M-V functional and the def2-TZVPD basis) on 9 unconnected molecules or ions with the total composition C33H67NO21S5 in a non-equilibrium geometry.

XYZ file:
```
127
Properties=species:S:1:pos:R:3
C 2.72 -2.43 2.86
C 2.20 -1.61 4.03
O 3.27 -0.83 4.50
C 3.16 0.07 5.50
O 4.12 0.70 5.98
O 1.87 0.19 5.95
C 1.53 1.05 6.93
H 3.06 -1.83 2.02
H 1.99 -3.10 2.41
H 3.58 -3.02 3.18
H 1.88 -2.25 4.85
H 1.39 -0.94 3.74
H 0.45 1.17 6.96
H 1.93 2.05 6.71
H 1.89 0.80 7.93
C 5.63 0.06 -1.75
C 4.51 0.35 -0.73
O 4.91 0.46 0.61
C 5.26 1.62 1.20
O 5.25 2.72 0.71
O 5.46 1.43 2.46
C 5.61 0.18 3.13
H 5.95 -0.98 -1.74
H 6.58 0.60 -1.70
H 5.19 0.19 -2.74
H 3.83 -0.50 -0.69
H 3.86 1.16 -1.07
H 6.60 -0.19 2.88
H 4.92 -0.54 2.68
H 5.58 0.34 4.21
C -1.69 0.65 3.20
C -1.41 0.39 4.68
O -2.41 -0.45 5.18
C -2.32 -1.76 4.98
O -1.47 -2.40 4.42
O -3.42 -2.38 5.58
C -3.81 -3.76 5.29
H -2.29 1.52 2.96
H -2.19 -0.18 2.70
H -0.76 0.87 2.68
H -1.44 1.31 5.25
H -0.45 -0.06 4.90
H -4.15 -4.23 6.22
H -2.98 -4.36 4.93
H -4.68 -3.72 4.63
C 0.37 -0.03 -1.06
N 0.91 -0.93 -0.03
O 0.46 -0.80 1.10
O 1.84 -1.68 -0.27
H 0.86 0.94 -0.91
H -0.71 0.09 -1.01
H 0.63 -0.45 -2.03
C -5.31 4.15 -0.90
C -4.37 3.82 -2.08
C -2.93 3.77 -1.49
S -3.08 3.01 0.14
O -2.35 3.83 1.12
O -2.87 1.57 0.12
C -4.89 3.38 0.33
H -6.32 3.85 -1.20
H -5.30 5.23 -0.74
H -4.54 4.61 -2.81
H -4.57 2.88 -2.59
H -2.53 4.76 -1.26
H -2.14 3.24 -2.03
H -5.13 3.80 1.31
H -5.23 2.34 0.29
C 1.21 5.39 0.57
C 1.74 6.52 -0.37
C 2.75 5.91 -1.39
S 1.99 4.27 -1.90
O 3.01 3.39 -2.42
O 0.73 4.51 -2.62
C 1.67 4.02 0.00
H 0.14 5.39 0.77
H 1.63 5.53 1.57
H 2.28 7.24 0.25
H 0.86 6.96 -0.85
H 3.61 5.56 -0.83
H 2.99 6.52 -2.26
H 2.57 3.77 0.56
H 0.96 3.19 0.06
C -1.32 -1.60 -5.64
C -1.87 -0.80 -4.51
C -2.14 -1.79 -3.40
S -2.97 -3.18 -4.31
O -4.46 -2.86 -4.43
O -2.53 -4.46 -3.79
C -2.19 -2.79 -5.91
H -0.28 -1.91 -5.51
H -1.24 -0.98 -6.54
H -2.78 -0.23 -4.69
H -1.10 -0.11 -4.18
H -2.95 -1.47 -2.74
H -1.25 -2.13 -2.87
H -3.03 -2.63 -6.59
H -1.66 -3.67 -6.28
C -5.31 -1.09 1.65
C -6.07 -1.19 0.37
C -5.03 -1.38 -0.83
S -3.77 -2.53 -0.09
O -2.41 -2.03 -0.31
O -4.08 -3.89 -0.53
C -4.36 -2.29 1.61
H -5.91 -0.94 2.55
H -4.88 -0.09 1.63
H -6.78 -0.37 0.23
H -6.73 -2.02 0.59
H -4.51 -0.43 -0.98
H -5.38 -1.76 -1.78
H -3.50 -2.23 2.28
H -4.96 -3.16 1.87
C 4.68 -4.27 -3.55
C 4.93 -3.27 -4.68
C 3.50 -3.09 -5.35
S 2.41 -2.67 -3.87
O 1.09 -3.26 -4.01
O 2.65 -1.36 -3.35
C 3.34 -3.89 -2.83
H 5.43 -4.33 -2.76
H 4.55 -5.26 -4.01
H 5.67 -3.69 -5.35
H 5.26 -2.33 -4.22
H 3.03 -3.98 -5.76
H 3.25 -2.34 -6.09
H 2.69 -4.76 -2.92
H 3.36 -3.48 -1.82
```

Summary:
DFT total energy: -133964.25841 eV
SMILES: C[N+](=O)[O-].O=S1(=O)CCCC1.O=S1(=O)CCCC1.O=S1(=O)CCCC1.O=S1(=O)CCCC1.O=S1(=O)CCCC1.CCOC(=O)OC.CCOC(=O)OC.CCOC(=O)OC
LUMO level: 0.15 eV
Kohn-Sham gap: 9.90 eV



(2)
ORCA calculation (the ωB97M-V functional and the def2-TZVPD basis) on 2 unconnected molecules or ions with the total composition C4H12OSi2 in a non-equilibrium geometry.

XYZ file:
```
19
Properties=species:S:1:pos:R:3
C -0.86 -1.57 -1.48
C -3.38 -0.73 -2.34
C 1.34 -0.42 2.17
C 2.77 2.36 1.70
O 0.64 1.49 -0.17
Si -2.47 -2.44 -2.02
Si 1.48 1.14 1.06
H -0.10 -1.70 -2.30
H -0.89 -0.53 -1.15
H -0.26 -2.08 -0.71
H -2.81 0.18 -2.11
H -3.81 -0.75 -3.41
H -4.29 -0.67 -1.75
H 1.83 -1.21 1.54
H 1.73 -0.52 3.18
H 0.24 -0.60 2.12
H 3.31 2.82 0.95
H 2.06 3.22 2.22
H 3.45 2.00 2.51
```

Summary:
DFT total energy: -22143.42685 eV
LUMO level: 0.06 eV
Kohn-Sham gap: 8.15 eV



(3)
ORCA calculation (the ωB97M-V functional and the def2-TZVPD basis) on a molecular structure, CH2N3O3S in a non-equilibrium geometry.

XYZ file:
```
10
Properties=species:S:1:pos:R:3
C -1.27 -0.72 -0.36
N -1.60 0.52 -0.52
N -0.90 0.85 0.69
N -0.37 -0.46 0.72
O 1.75 -1.41 -0.35
O 0.94 0.86 -1.01
O 1.90 0.56 1.16
S 1.28 -0.09 0.02
H -1.49 -1.62 -0.90
H -0.25 1.51 0.54
```

Summary:
DFT total energy: -22516.03106 eV
LUMO level: 4.24 eV
Kohn-Sham gap: 9.62 eV
Total charge: -1



(4)
ORCA calculation (the ωB97M-V functional and the def2-TZVPD basis) on 12 unconnected molecules or ions with the total composition C36H51F7O36 in a non-equilibrium geometry.

XYZ file:
```
130
Properties=species:S:1:pos:R:3
C -3.61 4.70 2.31
C -2.58 3.83 3.03
O -1.69 3.70 1.94
C -2.40 3.74 0.79
O -2.00 3.37 -0.31
O -3.65 4.24 1.02
F -3.07 2.66 3.38
H -3.17 5.70 2.36
H -4.65 4.67 2.64
H -2.12 4.34 3.87
C 2.57 3.78 -2.56
C 2.06 4.24 -1.16
O 2.44 5.57 -1.07
C 2.90 5.99 -2.28
O 3.29 7.09 -2.54
O 2.87 4.98 -3.17
F 2.74 3.55 -0.23
H 1.83 3.23 -3.15
H 3.43 3.11 -2.49
H 0.99 4.15 -0.95
C -0.96 -1.74 -5.43
C -1.90 -2.68 -6.19
O -2.24 -2.05 -7.41
C -1.57 -0.87 -7.47
O -1.80 0.01 -8.30
O -0.60 -0.83 -6.46
F -3.03 -2.69 -5.54
H -0.10 -2.21 -4.97
H -1.50 -1.19 -4.66
H -1.55 -3.70 -6.36
C -3.82 -2.88 -2.23
C -3.44 -4.00 -1.27
O -2.04 -4.16 -1.44
C -1.57 -3.39 -2.33
O -0.44 -3.41 -2.80
O -2.54 -2.53 -2.74
F -3.99 -5.14 -1.71
H -4.44 -2.08 -1.81
H -4.46 -3.35 -2.96
H -3.70 -3.73 -0.25
C -0.56 0.10 -1.37
C -1.47 -0.01 -0.23
O -0.87 0.56 0.83
C 0.31 1.12 0.39
O 1.03 1.85 1.11
O 0.38 1.02 -0.91
F -1.76 -1.30 0.09
H -1.02 0.51 -2.27
H 0.06 -0.76 -1.61
H -2.41 0.51 -0.44
C 4.74 -0.24 -1.94
C 3.98 -0.52 -0.62
O 2.75 -1.00 -1.24
C 2.65 -0.68 -2.52
O 1.92 -1.20 -3.32
O 3.70 0.11 -2.82
F 3.71 0.61 -0.02
H 5.25 -1.12 -2.33
H 5.42 0.62 -1.95
H 4.45 -1.15 0.13
C -4.48 -0.79 2.35
C -5.34 0.24 1.71
O -5.83 -0.41 0.58
C -5.85 -1.71 0.81
O -6.37 -2.54 0.10
O -5.22 -1.91 1.91
F -4.38 0.99 1.24
H -4.57 -0.66 3.43
H -3.46 -0.84 1.99
H -6.02 0.81 2.34
C 3.47 -0.49 3.32
O 2.21 -0.81 2.66
C 1.63 -2.00 2.76
O 2.16 -3.04 3.28
O 0.38 -1.87 2.40
C -0.46 -3.03 2.65
H 4.24 -1.27 3.34
H 3.13 -0.31 4.34
H 3.96 0.42 2.96
H -1.50 -3.09 2.33
H -0.40 -3.20 3.73
H 0.09 -3.91 2.33
C 6.78 2.06 5.32
O 5.40 2.53 5.33
C 4.69 2.57 4.26
O 5.17 2.57 3.07
O 3.53 3.18 4.62
C 2.68 3.60 3.59
H 7.30 2.63 4.55
H 6.64 1.00 5.12
H 7.20 2.21 6.32
H 1.68 3.84 3.95
H 2.57 2.79 2.87
H 3.07 4.53 3.19
C -2.39 -1.63 7.22
O -1.22 -1.19 6.66
C -1.38 -0.38 5.54
O -2.41 -0.15 4.92
O -0.23 0.27 5.35
C 0.12 1.00 4.22
H -2.69 -2.56 6.74
H -3.25 -0.97 7.19
H -2.18 -1.85 8.27
H 1.12 1.37 4.43
H -0.50 1.85 3.93
H 0.32 0.34 3.39
C 1.88 -3.88 -0.52
O 2.73 -4.90 -1.08
C 3.91 -4.65 -1.66
O 4.46 -3.59 -1.78
O 4.31 -5.88 -2.09
C 5.45 -5.98 -2.80
H 1.65 -3.28 -1.40
H 2.45 -3.15 0.06
H 1.07 -4.24 0.10
H 5.35 -5.36 -3.68
H 5.51 -7.04 -3.03
H 6.32 -5.61 -2.25
C -1.17 2.62 -5.42
O -2.55 2.80 -5.09
C -3.17 1.85 -4.32
O -2.77 0.81 -4.03
O -4.32 2.34 -3.97
C -5.08 1.65 -2.98
H -0.63 3.37 -4.85
H -0.90 2.88 -6.45
H -0.73 1.65 -5.23
H -5.95 2.24 -2.68
H -4.50 1.39 -2.09
H -5.49 0.74 -3.41
```

Summary:
Expectation value of S²: 0.770
DFT total energy: -130877.30256 eV
LUMO level (alpha / beta): -3.69 / -10.40 eV
2S+1: 2
Kohn-Sham gap (alpha / beta): 8.32 / 1.62 eV
Total charge: +1